Entry 1
Below is 2 unconnected molecules or ions with the total composition C7H15NO, with properties calculated with ωB97M-V with the def2-TZVPD basis set.

As for the structure (SMILES): C=C(C)C(C)(C)N.C=O. As for the multiplicity: 1. The total charge is 0.

Bonds (Å) are listed after each position.
Geometry (Å):
1 C 0.068 -0.457 0.543  C2 1.543, C4 1.365, C5 1.511
2 C 0.648 0.518 -0.503  C1 1.543, C6 1.535, C7 1.533, N8 1.471
3 C -2.310 -0.388 0.656  O9 1.245, H12 1.100, H13 1.106
4 C -0.243 -0.070 1.814  C1 1.365, H14 1.078, H15 1.078
5 C 0.353 -1.923 0.311  C1 1.511, H16 1.090, H17 1.093, H18 1.091
6 C -0.008 0.291 -1.872  C2 1.535, H19 1.089, H21 1.090, H22 1.090
7 C 0.464 1.988 -0.106  C2 1.533, H20 1.089, H23 1.087, H24 1.087
8 N 2.095 0.325 -0.684  C2 1.471, H10 1.013, H11 1.014
9 O -2.578 -1.092 1.648  C3 1.245
10 H 2.296 -0.585 -1.081  N8 1.013
11 H 2.577 0.389 0.206  N8 1.014
12 H -2.398 0.708 0.689  C3 1.100
13 H -2.346 -0.774 -0.379  C3 1.106
14 H -0.321 -0.779 2.621  C4 1.078
15 H -0.370 0.965 2.087  C4 1.078
16 H -0.121 -2.529 1.083  C5 1.090
17 H 1.422 -2.144 0.336  C5 1.093
18 H -0.040 -2.252 -0.652  C5 1.091
19 H 0.106 -0.740 -2.203  C6 1.089
20 H 1.009 2.218 0.808  C7 1.089
21 H 0.473 0.933 -2.610  C6 1.090
22 H -1.068 0.542 -1.847  C6 1.090
23 H -0.585 2.240 0.030  C7 1.087
24 H 0.875 2.614 -0.894  C7 1.087

Mulliken atomic charge list, values in e, 5 entries:
1 C 0.21
2 C 2.14
3 C 0.00
4 C -1.01
5 C -1.57

=====

Entry 2
Below is a single C7H15NO molecule, with properties calculated with ωB97M-V with the def2-TZVPD basis set.

As for the structure (SMILES): C=C(N)C[C@H](C)[C@H](C)O. As for the multiplicity: 1. The total charge is 0.

Bonds (Å) are listed after each position.
Geometry (Å):
1 C -0.487 -1.421 -1.192  C2 1.689, C4 1.521, O9 1.414, H11 1.095
2 C 0.282 -0.145 -0.395  C1 1.689, C3 1.499, C5 1.525, H12 1.095
3 C -0.651 0.187 0.730  C2 1.499, C6 1.657, H15 1.092, H16 1.095
4 C -0.100 -2.750 -0.562  C1 1.521, H17 1.092, H18 1.096, H19 1.097
5 C 0.555 1.011 -1.351  C2 1.525, H20 1.095, H21 1.093, H22 1.094
6 C -0.051 1.439 1.634  C3 1.657, N7 1.378, C8 1.340
7 N 1.058 1.200 2.415  C6 1.378, H13 1.018, H14 1.015
8 C -0.689 2.618 1.625  C6 1.340, H23 1.087, H24 1.085
9 O -0.135 -1.412 -2.562  C1 1.414, H10 0.969
10 H -0.270 -2.255 -3.022  O9 0.969
11 H -1.575 -1.303 -1.164  C1 1.095
12 H 1.243 -0.510 -0.019  C2 1.095
13 H 1.473 2.031 2.832  N7 1.018
14 H 1.753 0.593 1.993  N7 1.015
15 H -0.769 -0.639 1.436  C3 1.092
16 H -1.635 0.488 0.355  C3 1.095
17 H -0.410 -2.807 0.484  C4 1.092
18 H 0.984 -2.901 -0.614  C4 1.096
19 H -0.563 -3.585 -1.102  C4 1.097
20 H 1.208 0.694 -2.171  C5 1.095
21 H -0.375 1.412 -1.765  C5 1.093
22 H 1.096 1.820 -0.851  C5 1.094
23 H -0.388 3.440 2.271  C8 1.087
24 H -1.553 2.795 0.994  C8 1.085

Mulliken atomic charge list, values in e, 5 entries:
1 C 0.29
2 C 0.72
3 C -0.94
4 C -1.44
5 C -1.62

=====

The structure with the most favorable energy is entry 2; the runner-up is 29.9 kcal/mol above it.